[1]
Here is 3 unconnected molecules or ions with the total composition C3H3NO3S in a non-equilibrium geometry from the OMol25 dataset. Energies are from wB97M-V/def2-TZVPD.

- energy above the lowest of the compared OMol25 structures with the same formula, charge and spin (kJ/mol) = 127.3
- net charge = -2
- LUMO level (alpha / beta) (Ha) = 0.224 / 0.224

Last column: natural (NBO) charge in e.
Atoms and positions in Å:
C1 0.362 0.191 1.397  0.85
C2 1.629 -1.807 2.261  0.89
C3 -1.123 0.695 -1.652  -0.76
N1 0.525 -0.974 1.637  -0.66
O1 1.570 -2.967 1.924  -0.73
O2 0.095 1.346 1.328  -0.60
O3 2.276 -1.158 3.070  -0.75
S1 -2.244 1.570 -2.484  -0.01
H1 -1.127 -0.426 -1.694  0.16
H2 -0.256 1.221 -1.296  0.18
H3 -1.707 2.309 -4.491  -0.57



[2]
Here is a single C3H3NO4 molecule in a non-equilibrium geometry from the OMol25 dataset. Energies are from wB97M-V/def2-TZVPD.

- energy above the lowest of the compared OMol25 structures with the same formula, charge and spin (kJ/mol) = 161.2
- SMILES = NC(=O)C(=O)C(=O)O
- LUMO level (Ha) = -0.014

Last column: natural (NBO) charge in e.
Atoms and positions in Å:
N1 -0.674 -0.202 -1.609  -0.82
C1 -0.229 0.822 -0.828  0.56
O1 -0.683 1.945 -0.801  -0.54
C2 1.030 0.493 -0.039  0.46
O2 2.079 0.977 0.191  -0.42
C3 0.211 -0.547 1.040  0.68
O3 -0.038 -1.690 0.756  -0.60
O4 0.078 -0.005 2.238  -0.66
H1 -1.221 0.034 -2.421  0.42
H2 -0.390 -1.151 -1.428  0.42
H3 -0.163 -0.677 2.901  0.50



[3]
Here is a single C3H3NO4 molecule in a non-equilibrium geometry from the OMol25 dataset. Energies are from wB97M-V/def2-TZVPD.

- energy above the lowest of the compared OMol25 structures with the same formula, charge and spin (kJ/mol) = 434.2
- SMILES = O=C/C(=N\O)C(=O)O
- LUMO level (Ha) = -0.052

Last column: natural (NBO) charge in e.
Atoms and positions in Å:
O1 0.333 0.322 -2.386  -0.50
C1 0.707 0.403 -1.236  0.39
C2 0.141 -0.114 0.024  -0.09
N1 -1.039 -0.639 0.166  0.00
O2 -2.043 -0.416 -0.847  -0.52
C3 0.752 -0.039 1.208  0.73
O3 1.652 0.770 1.148  -0.53
O4 0.197 -0.563 2.244  -0.65
H1 1.692 1.013 -0.977  0.16
H2 -1.673 -0.032 -1.613  0.48
H3 -0.719 -0.705 2.269  0.53



[4]
Here is a single C3H3NOS molecule in a non-equilibrium geometry from the OMol25 dataset. Energies are from wB97M-V/def2-TZVPD.

- energy above the lowest of the compared OMol25 structures with the same formula, charge and spin (kJ/mol) = 158.0
- SMILES = S=c1cc[nH]o1
- LUMO level (Ha) = 0.011

Last column: natural (NBO) charge in e.
Atoms and positions in Å:
S1 2.828 -0.253 -0.049  -0.13
C1 1.185 -0.183 -0.039  0.16
C2 0.277 0.950 -0.036  -0.36
C3 -0.954 0.424 -0.039  0.02
N1 -0.902 -0.944 -0.157  -0.27
O1 0.421 -1.312 -0.049  -0.30
H1 0.568 1.975 -0.049  0.25
H2 -1.949 0.872 -0.053  0.23
H3 -1.474 -1.528 0.470  0.39



[5]
Here is a single C3H3NOS molecule in a non-equilibrium geometry from the OMol25 dataset. Energies are from wB97M-V/def2-TZVPD.

- energy above the lowest of the compared OMol25 structures with the same formula, charge and spin (kJ/mol) = 486.3
- LUMO level (alpha / beta) (Ha) = -0.023 / -0.023

Last column: natural (NBO) charge in e.
Atoms and positions in Å:
C1 0.741 -0.273 -1.353  -0.16
C2 0.266 -1.256 -0.643  -0.15
C3 -0.441 0.183 -0.565  -0.13
N1 -0.364 0.812 0.713  -0.73
O1 -0.419 1.642 2.973  -0.86
S1 0.086 0.534 2.251  1.37
H1 1.021 -0.077 -2.336  0.23
H2 0.412 -1.982 0.089  0.23
H3 -1.301 0.416 -1.128  0.20



[6]
Here is a single C3H3NOS molecule in a non-equilibrium geometry from the OMol25 dataset. Energies are from wB97M-V/def2-TZVPD.

- energy above the lowest of the compared OMol25 structures with the same formula, charge and spin (kJ/mol) = 119.7
- SMILES = N#CCOC=S
- LUMO level (Ha) = -0.004

Last column: natural (NBO) charge in e.
Atoms and positions in Å:
N1 0.976 0.558 -2.308  -0.27
C1 0.211 0.230 -1.524  0.23
C2 -0.849 -0.114 -0.509  -0.17
O1 -0.189 -0.775 0.553  -0.47
C3 0.633 -0.058 1.305  0.04
S1 1.614 -0.668 2.453  0.00
H1 -1.534 -0.903 -0.861  0.25
H2 -1.452 0.748 -0.194  0.23
H3 0.590 0.981 1.084  0.16



Q: Which value of energy above the lowest of the compared OMol25 structures with the same formula, charge and spin does entry 3 give?
A: 434.2 kJ/mol